Record 1
H32O16 | the ωB97M-V functional and the def2-TZVPD basis

Each line ends with the Löwdin spin population.
Element x y z (Å)
1 O -2.464 4.564 -2.050  0.0488
2 H -2.010 3.642 -1.855  -0.0039
3 H -2.869 4.550 -2.964  0.0001
4 O 5.846 0.105 -0.481  0.0002
5 H 4.898 0.356 -0.053  -0.0002
6 H 5.980 0.868 -0.937  0.0000
7 O -1.244 -0.765 -4.880  0.0020
8 H -0.940 -0.497 -5.794  -0.0002
9 H -1.146 -1.787 -4.841  0.0000
10 O -0.637 -1.241 -0.140  0.0310
11 H 0.256 -1.621 -0.070  -0.0004
12 H -0.718 -0.423 0.244  -0.0003
13 O -0.577 4.022 -0.053  0.1690
14 H -0.571 3.544 0.630  0.0022
15 H -1.251 4.621 -0.056  0.0019
16 O 0.509 -0.727 2.320  0.0292
17 H -0.096 -1.011 2.991  0.0001
18 H 1.398 -1.078 2.378  0.0000
19 O -1.277 1.831 -1.804  0.3652
20 H -0.996 1.143 -1.175  -0.0030
21 H -0.439 2.033 -2.031  -0.0048
22 O 2.122 -3.422 0.461  0.0002
23 H 3.016 -3.800 0.394  0.0000
24 H 1.609 -3.849 1.218  0.0000
25 O 2.482 0.952 0.628  0.0555
26 H 2.065 0.576 1.335  0.0002
27 H 1.894 1.345 0.028  -0.0001
28 O 2.941 -1.320 1.753  0.0093
29 H 2.746 -1.845 0.993  -0.0002
30 H 3.905 -1.178 1.780  -0.0001
31 O -3.926 -3.622 2.746  0.0000
32 H -4.400 -2.697 2.553  0.0000
33 H -3.568 -3.831 1.887  0.0000
34 O 0.722 1.070 -3.444  0.3036
35 H -0.035 1.406 -4.079  -0.0056
36 H 0.461 0.088 -3.405  -0.0017
37 O 1.277 -3.615 -2.320  0.0006
38 H 0.599 -4.220 -1.920  0.0000
39 H 1.547 -3.043 -1.584  0.0000
40 O 1.254 3.017 2.979  0.0011
41 H 0.374 3.025 3.265  0.0000
42 H 1.763 2.768 3.558  0.0000
43 O -1.572 -3.149 4.077  0.0000
44 H -2.508 -3.254 3.705  0.0000
45 H -1.849 -2.507 4.769  0.0000
46 O -5.197 2.784 -0.224  0.0004
47 H -4.577 3.064 -0.981  -0.0002
48 H -4.797 3.131 0.447  0.0000

Results
Spin multiplicity   2
Total energy   -1222.454384 Eh
Frontier orbital gap (alpha / beta)   9.742 / 2.397 eV
Net charge   +1

Record 2
C2H5OP | the ωB97M-V functional and the def2-TZVPD basis

Each line ends with the Löwdin charge.
Element x y z (Å)
1 O -1.431 -0.163 1.753  -0.4114
2 P -0.602 0.464 0.696  0.6107
3 C -0.400 -0.299 -0.899  -0.1825
4 C 1.062 -0.104 0.193  -0.1564
5 H -0.532 1.815 0.686  0.0173
6 H -0.568 0.238 -1.774  0.0239
7 H -0.567 -1.315 -0.827  0.0244
8 H 1.256 -1.203 0.281  0.0708
9 H 1.781 0.567 -0.109  0.0031

Results
Total energy   -495.733705 Eh
Frontier orbital gap   11.094 eV

Record 3
C24H26AuN4S2Si | the ωB97M-V functional and the def2-TZVPD basis

Each line ends with the Löwdin spin population.
Element x y z (Å)
1 C -3.024 0.614 0.533  -0.0002
2 C -1.914 0.394 1.500  0.0006
3 C -2.092 1.362 2.554  0.0001
4 H -1.384 -0.551 1.590  0.0000
5 C -3.229 2.142 2.259  0.0004
6 C -3.810 1.698 1.054  0.0009
7 H -4.734 2.080 0.623  0.0000
8 H -3.370 -0.135 -0.178  0.0000
9 H -1.504 1.415 3.472  0.0000
10 H -3.641 2.927 2.901  0.0000
11 Au -1.062 1.174 -0.347  0.0032
12 C 1.186 0.571 -0.799  0.0324
13 H 0.907 1.500 -0.252  0.0005
14 H 0.862 0.301 -1.819  0.0004
15 H 2.271 0.774 -0.889  0.0133
16 Si 2.521 -2.205 0.579  0.5828
17 C 1.230 -2.852 -0.670  0.0754
18 C -0.113 -3.149 -0.313  0.0198
19 H -0.449 -3.094 0.729  0.0009
20 C -1.045 -3.538 -1.282  0.0004
21 H -2.059 -3.794 -0.959  0.0000
22 C -0.675 -3.662 -2.620  0.0148
23 H -1.396 -4.046 -3.350  0.0010
24 C 0.641 -3.384 -2.988  -0.0020
25 H 0.927 -3.506 -4.034  -0.0005
26 C 1.588 -2.997 -2.035  0.0255
27 H 2.623 -2.809 -2.337  0.0053
28 C 1.566 -1.826 2.105  0.0861
29 C 1.258 -3.028 2.780  0.0226
30 H 1.482 -3.973 2.285  0.0060
31 C 0.746 -3.010 4.077  0.0067
32 H 0.567 -3.948 4.603  0.0005
33 C 0.481 -1.789 4.701  -0.0004
34 H 0.093 -1.785 5.712  0.0000
35 C 0.759 -0.587 4.041  0.0005
36 H 0.576 0.366 4.547  0.0000
37 C 1.296 -0.594 2.749  0.0075
38 H 1.525 0.349 2.245  0.0020
39 H 1.074 -0.278 -0.108  0.0204
40 H 3.635 -3.129 0.985  0.0709
41 N 0.835 3.731 1.595  0.1032
42 C 1.027 3.956 0.289  0.0466
43 N 0.215 3.557 -0.666  0.0002
44 C 0.807 3.591 -1.929  0.0714
45 C 2.076 4.201 -1.907  0.3023
46 S 2.558 4.664 -0.307  0.1055
47 C 0.192 2.745 -2.924  0.0260
48 C 0.609 2.450 -4.219  0.2061
49 S -0.196 1.085 -4.897  0.0735
50 C -1.092 0.903 -3.393  0.0223
51 N -0.781 1.825 -2.479  -0.0201
52 N -1.917 -0.138 -3.201  0.0446
53 H 1.525 4.073 2.251  0.0011
54 H 0.024 3.201 1.904  0.0017
55 H 2.722 4.342 -2.767  0.0097
56 H 1.377 2.989 -4.753  0.0066
57 H -2.065 -0.780 -3.973  0.0003
58 H -2.230 -0.393 -2.269  0.0008

Results
Spin multiplicity   3
Total energy   -2370.298010 Eh
Frontier orbital gap (alpha / beta)   4.480 / 1.795 eV
Net charge   +1

Record 4
C4H11NS2 | the ωB97M-V functional and the def2-TZVPD basis

Each line ends with the Löwdin spin population.
Element x y z (Å)
1 N -1.897 0.929 2.620  0.0082
2 C -1.057 1.481 1.519  0.0375
3 C -1.470 1.047 0.159  0.0177
4 S -1.514 -0.837 0.008  0.2370
5 S 0.457 -1.256 0.137  0.4020
6 C 0.972 -1.040 -1.620  0.0490
7 C 2.394 -1.555 -1.800  0.0972
8 H -1.572 -0.040 2.721  0.0064
9 H -1.452 1.330 3.461  0.0086
10 H -1.172 2.574 1.558  0.0056
11 H 0.012 1.276 1.662  0.0259
12 H -2.459 1.401 -0.134  0.0048
13 H -0.757 1.316 -0.618  0.0048
14 H 0.258 -1.537 -2.271  0.0074
15 H 0.988 0.035 -1.816  0.0124
16 H 3.099 -1.052 -1.144  0.0384
17 H 2.735 -1.443 -2.837  0.0184
18 H 2.438 -2.629 -1.607  0.0185

Results
Spin multiplicity   2
Total energy   -1010.092146 Eh
Frontier orbital gap (alpha / beta)   2.397 / 8.678 eV
Net charge   -1

Record-wise relative energy (zero: lowest compared OMol25 entry of this formula, charge and spin) values, in kJ/mol: 367.11; 122.93; 178.34; 71.45